This record from OMol25 describes a cluster of 18 separate species, C72H198N18O18 in total. The level of theory is wB97M-V/def2-TZVPD.

The electronic energy comes out at -141532.2719 eV. The value obtained for the energy above the lowest of the compared OMol25 structures with the same formula, charge and spin is 10.489 eV. For the HOMO-LUMO gap, the calculation gives 8.2695 eV. The highest occupied orbital energy is -7.78 eV. As for the LUMO energy: 0.49 eV.

Each atom is followed by the atoms it is bonded to, with distances in Å.
Positions of all 306 atoms, in Å:
1 C -0.69 0.87 4.30  C2 1.606, H7 1.090, H8 1.090, H9 1.090
2 C -2.16 0.44 4.78  C1 1.606, C3 1.529, N6 1.435, H10 1.090
3 C -2.22 -0.84 5.60  C2 1.529, O4 1.439, H11 1.090, H12 1.090
4 O -1.59 -2.00 5.02  C3 1.439, C5 1.499
5 C -2.19 -2.44 3.73  O4 1.499, H13 1.090, H14 1.090, H15 1.090
6 N -2.67 1.58 5.48  C2 1.435, H16 1.010, H17 1.010
7 H -0.60 1.77 3.69  C1 1.090
8 H -0.28 0.06 3.70  C1 1.090
9 H -0.04 1.04 5.17  C1 1.090
10 H -2.75 0.30 3.88  C2 1.090
11 H -3.25 -1.17 5.72  C3 1.090
12 H -2.03 -0.72 6.67  C3 1.090
13 H -3.28 -2.53 3.75  C5 1.090
14 H -1.80 -3.44 3.52  C5 1.090
15 H -2.06 -1.83 2.84  C5 1.090
16 H -1.87 1.82 6.05  N6 1.010
17 H -2.77 2.44 4.95  N6 1.010
18 C -2.10 0.28 -3.91  C19 1.553, H24 1.090, H25 1.090, H26 1.090
19 C -2.65 -0.88 -4.79  C18 1.553, C20 1.530, N23 1.435, H27 1.090
20 C -1.54 -1.53 -5.62  C19 1.530, O21 1.402, H28 1.090, H29 1.090
21 O -0.21 -1.46 -5.16  C20 1.402, C22 1.439
22 C 0.29 -2.55 -4.37  O21 1.439, H30 1.090, H31 1.090, H32 1.090
23 N -3.04 -1.96 -3.93  C19 1.435, H33 1.010, H34 1.010
24 H -1.38 0.92 -4.40  C18 1.090
25 H -1.52 -0.13 -3.08  C18 1.090
26 H -2.92 0.81 -3.43  C18 1.090
27 H -3.50 -0.42 -5.28  C19 1.090
28 H -1.58 -0.99 -6.56  C20 1.090
29 H -1.63 -2.59 -5.85  C20 1.090
30 H 0.31 -3.40 -5.05  C22 1.090
31 H -0.15 -2.79 -3.41  C22 1.090
32 H 1.31 -2.25 -4.11  C22 1.090
33 H -2.38 -2.35 -3.27  N23 1.010
34 H -3.34 -2.76 -4.47  N23 1.010
35 C 3.94 -4.14 -3.72  C36 1.487, H41 1.090, H42 1.090, H43 1.090
36 C 3.70 -3.35 -2.48  C35 1.487, C37 1.537, N40 1.492, H44 1.090
37 C 3.98 -4.09 -1.16  C36 1.537, O38 1.464, H45 1.090, H46 1.090
38 O 3.60 -3.27 -0.01  C37 1.464, C39 1.421
39 C 4.32 -3.69 1.13  O38 1.421, H47 1.090, H48 1.090, H49 1.090
40 N 4.57 -2.14 -2.48  C36 1.492, H50 1.010, H51 1.010
41 H 4.99 -4.30 -3.96  C35 1.090
42 H 3.46 -3.67 -4.58  C35 1.090
43 H 3.56 -5.15 -3.59  C35 1.090
44 H 2.67 -3.00 -2.45  C36 1.090
45 H 5.03 -4.34 -1.05  C37 1.090
46 H 3.35 -4.97 -1.04  C37 1.090
47 H 3.93 -3.15 2.00  C39 1.090
48 H 5.38 -3.44 1.07  C39 1.090
49 H 4.14 -4.77 1.16  C39 1.090
50 H 4.40 -1.57 -3.29  N40 1.010
51 H 4.38 -1.53 -1.70  N40 1.010
52 C 0.07 -5.07 5.69  C53 1.543, H58 1.090, H59 1.090, H60 1.090
53 C -0.43 -4.91 7.14  C52 1.543, C54 1.540, N57 1.437, H61 1.090
54 C 0.23 -5.80 8.21  C53 1.540, O55 1.397, H62 1.090, H63 1.090
55 O 0.44 -7.15 7.89  C54 1.397, C56 1.482
56 C 0.46 -8.13 9.00  O55 1.482, H64 1.090, H65 1.090, H66 1.090
57 N -0.55 -3.51 7.44  C53 1.437, H67 1.010, H68 1.010
58 H 0.29 -6.12 5.53  C52 1.090
59 H 1.07 -4.64 5.82  C52 1.090
60 H -0.60 -4.62 4.96  C52 1.090
61 H -1.45 -5.28 7.00  C53 1.090
62 H -0.34 -5.61 9.12  C54 1.090
63 H 1.14 -5.33 8.59  C54 1.090
64 H 1.16 -7.81 9.77  C56 1.090
65 H 0.86 -9.10 8.70  C56 1.090
66 H -0.51 -8.26 9.48  C56 1.090
67 H 0.40 -3.22 7.64  N57 1.010
68 H -0.92 -2.89 6.74  N57 1.010
69 C -10.45 2.66 -1.68  C70 1.516, H75 1.090, H76 1.090, H77 1.090
70 C -10.11 1.36 -2.38  C69 1.516, C71 1.618, N74 1.421, H78 1.090
71 C -8.60 0.84 -2.14  C70 1.618, O72 1.405, H79 1.090, H80 1.090
72 O -7.71 1.84 -2.58  C71 1.405, C73 1.403
73 C -6.45 1.49 -2.09  O72 1.403, H81 1.090, H82 1.090, H83 1.090
74 N -11.02 0.33 -1.99  C70 1.421, H84 1.010, H85 1.010
75 H -10.06 2.66 -0.66  C69 1.090
76 H -11.53 2.82 -1.63  C69 1.090
77 H -9.95 3.36 -2.35  C69 1.090
78 H -10.31 1.39 -3.45  C70 1.090
79 H -8.38 -0.10 -2.64  C71 1.090
80 H -8.60 0.67 -1.06  C71 1.090
81 H -5.72 2.30 -2.05  C73 1.090
82 H -6.10 0.62 -2.66  C73 1.090
83 H -6.51 1.17 -1.05  C73 1.090
84 H -11.97 0.67 -1.92  N74 1.010
85 H -10.99 -0.35 -2.73  N74 1.010
86 C 6.95 -1.82 2.99  C87 1.477, H92 1.090, H93 1.090, H94 1.090
87 C 7.69 -0.78 3.72  C86 1.477, C88 1.527, N91 1.426, H95 1.090
88 C 8.15 0.41 2.87  C87 1.527, O89 1.425, H96 1.090, H97 1.090
89 O 8.82 1.40 3.64  C88 1.425, C90 1.417
90 C 9.28 2.49 2.87  O89 1.417, H98 1.090, H99 1.090, H100 1.090
91 N 6.80 -0.30 4.73  C87 1.426, H101 1.010, H102 1.010
92 H 7.05 -2.63 3.71  C86 1.090
93 H 7.46 -2.15 2.08  C86 1.090
94 H 5.90 -1.58 2.85  C86 1.090
95 H 8.58 -1.20 4.19  C87 1.090
96 H 7.30 0.80 2.31  C88 1.090
97 H 8.92 0.01 2.21  C88 1.090
98 H 9.16 3.42 3.41  C90 1.090
99 H 8.65 2.56 1.98  C90 1.090
100 H 10.33 2.42 2.58  C90 1.090
101 H 7.19 0.50 5.21  N91 1.010
102 H 6.74 -0.99 5.46  N91 1.010
103 C -6.67 -2.35 -4.70  C104 1.459, H109 1.090, H110 1.090, H111 1.090
104 C -6.40 -3.25 -3.58  C103 1.459, C105 1.605, N108 1.425, H112 1.090
105 C -7.00 -2.58 -2.25  C104 1.605, O106 1.405, H113 1.090, H114 1.090
106 O -6.49 -3.29 -1.15  C105 1.405, C107 1.457
107 C -6.26 -2.42 -0.01  O106 1.457, H115 1.090, H116 1.090, H117 1.090
108 N -6.99 -4.48 -4.00  C104 1.425, H118 1.010, H119 1.010
109 H -6.14 -2.63 -5.61  C103 1.090
110 H -6.16 -1.40 -4.56  C103 1.090
111 H -7.69 -2.11 -5.00  C103 1.090
112 H -5.33 -3.42 -3.45  C104 1.090
113 H -8.09 -2.53 -2.25  C105 1.090
114 H -6.57 -1.58 -2.26  C105 1.090
115 H -5.45 -1.71 -0.18  C107 1.090
116 H -6.05 -3.09 0.83  C107 1.090
117 H -7.18 -1.92 0.30  C107 1.090
118 H -7.32 -5.10 -3.27  N108 1.010
119 H -7.84 -4.12 -4.39  N108 1.010
120 C 2.70 2.19 1.79  C121 1.500, H126 1.090, H127 1.090, H128 1.090
121 C 3.99 1.65 2.32  C120 1.500, C122 1.573, N125 1.474, H129 1.090
122 C 3.81 1.13 3.80  C121 1.573, O123 1.448, H130 1.090, H131 1.090
123 O 3.33 2.20 4.65  C122 1.448, C124 1.347
124 C 4.34 2.83 5.27  O123 1.347, H132 1.090, H133 1.090, H134 1.090
125 N 4.51 0.62 1.40  C121 1.474, H135 1.010, H136 1.010
126 H 2.82 2.79 0.88  C120 1.090
127 H 2.32 2.89 2.54  C120 1.090
128 H 1.99 1.43 1.48  C120 1.090
129 H 4.70 2.46 2.47  C121 1.090
130 H 4.60 0.57 4.31  C122 1.090
131 H 3.03 0.38 3.67  C122 1.090
132 H 4.76 2.12 5.99  C124 1.090
133 H 4.01 3.71 5.82  C124 1.090
134 H 5.07 3.07 4.50  C124 1.090
135 H 5.33 0.19 1.81  N125 1.010
136 H 4.71 1.04 0.51  N125 1.010
137 C 2.00 3.86 -10.15  C138 1.577, H143 1.090, H144 1.090, H145 1.090
138 C 2.41 3.67 -8.64  C137 1.577, C139 1.539, N142 1.434, H146 1.090
139 C 1.26 3.07 -7.82  C138 1.539, O140 1.433, H147 1.090, H148 1.090
140 O 1.76 2.76 -6.52  C139 1.433, C141 1.364
141 C 0.91 2.23 -5.58  O140 1.364, H149 1.090, H150 1.090, H151 1.090
142 N 3.43 2.66 -8.62  C138 1.434, H152 1.010, H153 1.010
143 H 0.95 4.15 -10.18  C137 1.090
144 H 2.11 2.98 -10.78  C137 1.090
145 H 2.54 4.70 -10.59  C137 1.090
146 H 2.85 4.56 -8.20  C138 1.090
147 H 0.92 2.12 -8.24  C139 1.090
148 H 0.40 3.72 -7.66  C139 1.090
149 H 0.58 2.93 -4.82  C141 1.090
150 H 1.50 1.40 -5.19  C141 1.090
151 H 0.09 1.69 -6.06  C141 1.090
152 H 3.01 1.74 -8.67  N142 1.010
153 H 3.80 2.74 -7.69  N142 1.010
154 C 0.09 -7.43 2.05  C155 1.534, H160 1.090, H161 1.090, H162 1.090
155 C -0.14 -7.39 0.53  C154 1.534, C156 1.608, N159 1.425, H163 1.090
156 C -1.57 -6.71 0.23  C155 1.608, O157 1.368, H164 1.090, H165 1.090
157 O -1.54 -5.46 0.80  C156 1.368, C158 1.416
158 C -2.80 -4.81 0.77  O157 1.416, H166 1.090, H167 1.090, H168 1.090
159 N 0.97 -6.77 -0.11  C155 1.425, H169 1.010, H170 1.010
160 H -0.82 -8.02 2.20  C154 1.090
161 H 0.27 -6.46 2.50  C154 1.090
162 H 0.94 -8.05 2.32  C154 1.090
163 H -0.16 -8.41 0.15  C155 1.090
164 H -2.33 -7.34 0.66  C156 1.090
165 H -1.80 -6.71 -0.84  C156 1.090
166 H -3.22 -4.80 -0.24  C158 1.090
167 H -2.64 -3.77 1.04  C158 1.090
168 H -3.35 -5.32 1.56  C158 1.090
169 H 0.51 -6.39 -0.92  N159 1.010
170 H 1.11 -5.92 0.43  N159 1.010
171 C -6.03 4.92 -8.34  C172 1.486, H177 1.090, H178 1.090, H179 1.090
172 C -6.95 4.65 -7.20  C171 1.486, C173 1.598, N176 1.463, H180 1.090
173 C -6.20 4.36 -5.82  C172 1.598, O174 1.465, H181 1.090, H182 1.090
174 O -4.96 3.59 -5.84  C173 1.465, C175 1.470
175 C -4.20 3.63 -4.59  O174 1.470, H183 1.090, H184 1.090, H185 1.090
176 N -7.88 5.78 -7.15  C172 1.463, H186 1.010, H187 1.010
177 H -6.45 5.17 -9.31  C171 1.090
178 H -5.27 4.18 -8.59  C171 1.090
179 H -5.48 5.82 -8.08  C171 1.090
180 H -7.60 3.79 -7.33  C172 1.090
181 H -6.90 4.06 -5.04  C173 1.090
182 H -5.92 5.36 -5.48  C173 1.090
183 H -3.18 3.35 -4.86  C175 1.090
184 H -4.49 2.85 -3.89  C175 1.090
185 H -4.01 4.57 -4.06  C175 1.090
186 H -8.47 5.82 -6.34  N176 1.010
187 H -8.48 5.71 -7.97  N176 1.010
188 C 1.91 2.61 -2.06  C189 1.562, H194 1.090, H195 1.090, H196 1.090
189 C 3.05 1.79 -2.73  C188 1.562, C190 1.517, N193 1.494, H197 1.090
190 C 4.37 2.00 -2.01  C189 1.517, O191 1.429, H198 1.090, H199 1.090
191 O 4.96 3.21 -2.48  C190 1.429, C192 1.364
192 C 5.79 3.87 -1.62  O191 1.364, H200 1.090, H201 1.090, H202 1.090
193 N 2.83 0.31 -2.85  C189 1.494, H203 1.010, H204 1.010
194 H 1.68 2.52 -0.99  C188 1.090
195 H 0.90 2.57 -2.47  C188 1.090
196 H 2.26 3.64 -2.11  C188 1.090
197 H 3.32 2.08 -3.75  C189 1.090
198 H 5.03 1.15 -2.18  C190 1.090
199 H 4.15 2.01 -0.94  C190 1.090
200 H 6.59 3.23 -1.26  C192 1.090
201 H 5.17 4.29 -0.82  C192 1.090
202 H 6.28 4.66 -2.19  C192 1.090
203 H 2.16 0.04 -3.56  N193 1.010
204 H 2.38 -0.05 -2.03  N193 1.010
205 C 0.99 -2.21 1.29  C206 1.584, H211 1.090, H212 1.090, H213 1.090
206 C 0.96 -1.41 -0.08  C205 1.584, C207 1.589, N210 1.502, H214 1.090
207 C -0.29 -0.42 -0.17  C206 1.589, O208 1.465, H215 1.090, H216 1.090
208 O -1.49 -1.17 -0.56  C207 1.465, C209 1.392
209 C -2.59 -0.32 -0.61  O208 1.392, H217 1.090, H218 1.090, H219 1.090
210 N 2.23 -0.63 -0.23  C206 1.502, H220 1.010, H221 1.010
211 H 1.65 -3.07 1.23  C205 1.090
212 H 0.07 -2.76 1.51  C205 1.090
213 H 1.24 -1.61 2.16  C205 1.090
214 H 0.79 -2.16 -0.84  C206 1.090
215 H -0.19 0.41 -0.87  C207 1.090
216 H -0.51 -0.12 0.85  C207 1.090
217 H -3.08 -0.28 0.36  C209 1.090
218 H -3.23 -0.69 -1.40  C209 1.090
219 H -2.44 0.71 -0.94  C209 1.090
220 H 2.88 -1.40 -0.23  N210 1.010
221 H 2.44 -0.09 0.60  N210 1.010
222 C -0.47 4.02 1.93  C223 1.561, H228 1.090, H229 1.090, H230 1.090
223 C -1.64 4.93 2.43  C222 1.561, C224 1.509, N227 1.451, H231 1.090
224 C -2.91 4.88 1.61  C223 1.509, O225 1.405, H232 1.090, H233 1.090
225 O -2.67 4.91 0.23  C224 1.405, C226 1.462
226 C -3.89 4.83 -0.58  O225 1.462, H234 1.090, H235 1.090, H236 1.090
227 N -1.96 4.68 3.82  C223 1.451, H237 1.010, H238 1.010
228 H -0.83 3.05 1.58  C222 1.090
229 H 0.34 3.91 2.65  C222 1.090
230 H -0.11 4.45 1.00  C222 1.090
231 H -1.29 5.94 2.20  C223 1.090
232 H -3.61 5.61 2.01  C224 1.090
233 H -3.21 3.85 1.82  C224 1.090
234 H -3.64 4.80 -1.64  C226 1.090
235 H -4.46 5.76 -0.50  C226 1.090
236 H -4.55 3.98 -0.44  C226 1.090
237 H -2.70 5.27 4.14  N227 1.010
238 H -1.24 4.83 4.52  N227 1.010
239 C -7.60 -0.52 4.61  C240 1.530, H245 1.090, H246 1.090, H247 1.090
240 C -6.49 0.51 4.78  C239 1.530, C241 1.539, N244 1.440, H248 1.090
241 C -6.52 1.91 4.15  C240 1.539, O242 1.415, H249 1.090, H250 1.090
242 O -6.68 2.05 2.75  C241 1.415, C243 1.491
243 C -8.07 1.84 2.24  O242 1.491, H251 1.090, H252 1.090, H253 1.090
244 N -6.23 0.64 6.20  C240 1.440, H254 1.010, H255 1.010
245 H -7.75 -0.68 3.54  C239 1.090
246 H -8.41 -0.09 5.19  C239 1.090
247 H -7.42 -1.49 5.07  C239 1.090
248 H -5.64 -0.02 4.35  C240 1.090
249 H -5.50 2.27 4.30  C241 1.090
250 H -7.17 2.58 4.72  C241 1.090
251 H -8.16 1.99 1.16  C243 1.090
252 H -8.74 2.58 2.67  C243 1.090
253 H -8.53 0.87 2.38  C243 1.090
254 H -5.37 1.17 6.16  N244 1.010
255 H -6.91 1.13 6.77  N244 1.010
256 C 2.26 -0.50 6.51  C257 1.569, H262 1.090, H263 1.090, H264 1.090
257 C 3.42 -1.06 7.40  C256 1.569, C258 1.553, N261 1.446, H265 1.090
258 C 3.20 -2.58 7.64  C257 1.553, O259 1.414, H266 1.090, H267 1.090
259 O 1.87 -2.79 8.09  C258 1.414, C260 1.476
260 C 1.48 -2.26 9.41  O259 1.476, H268 1.090, H269 1.090, H270 1.090
261 N 4.64 -0.79 6.68  C257 1.446, H271 1.010, H272 1.010
262 H 1.33 -0.42 7.07  C256 1.090
263 H 2.10 -1.17 5.67  C256 1.090
264 H 2.46 0.40 5.93  C256 1.090
265 H 3.60 -0.69 8.41  C257 1.090
266 H 3.94 -2.90 8.37  C258 1.090
267 H 3.33 -3.02 6.65  C258 1.090
268 H 0.71 -2.79 9.98  C260 1.090
269 H 1.03 -1.28 9.23  C260 1.090
270 H 2.35 -2.17 10.06  C260 1.090
271 H 5.47 -0.64 7.23  N261 1.010
272 H 4.61 0.05 6.13  N261 1.010
273 C 3.02 6.24 -3.94  C274 1.487, H279 1.090, H280 1.090, H281 1.090
274 C 2.12 6.53 -5.08  C273 1.487, C275 1.621, N278 1.460, H282 1.090
275 C 0.72 5.75 -4.81  C274 1.621, O276 1.444, H283 1.090, H284 1.090
276 O 0.28 5.99 -3.46  C275 1.444, C277 1.384
277 C -0.79 5.22 -3.04  O276 1.384, H285 1.090, H286 1.090, H287 1.090
278 N 2.11 7.99 -5.20  C274 1.460, H288 1.010, H289 1.010
279 H 3.12 5.18 -3.71  C273 1.090
280 H 2.75 6.79 -3.04  C273 1.090
281 H 4.07 6.41 -4.19  C273 1.090
282 H 2.58 6.01 -5.92  C274 1.090
283 H 0.98 4.69 -4.89  C275 1.090
284 H 0.04 6.10 -5.58  C275 1.090
285 H -1.65 5.86 -3.27  C277 1.090
286 H -0.74 5.01 -1.97  C277 1.090
287 H -0.85 4.29 -3.60  C277 1.090
288 H 3.09 8.22 -5.28  N278 1.010
289 H 1.91 8.53 -4.38  N278 1.010
290 C 11.96 -2.48 -1.86  C291 1.519, H296 1.090, H297 1.090, H298 1.090
291 C 10.88 -2.36 -0.80  C290 1.519, C292 1.578, N295 1.419, H299 1.090
292 C 9.41 -2.45 -1.35  C291 1.578, O293 1.429, H300 1.090, H301 1.090
293 O 8.99 -1.38 -2.21  C292 1.429, C294 1.430
294 C 7.59 -1.53 -2.47  O293 1.430, H302 1.090, H303 1.090, H304 1.090
295 N 11.06 -3.45 0.10  C291 1.419, H305 1.010, H306 1.010
296 H 12.94 -2.73 -1.45  C290 1.090
297 H 12.07 -1.55 -2.42  C290 1.090
298 H 11.67 -3.19 -2.63  C290 1.090
299 H 11.08 -1.45 -0.23  C291 1.090
300 H 8.80 -2.44 -0.45  C292 1.090
301 H 9.31 -3.44 -1.79  C292 1.090
302 H 7.15 -0.70 -3.02  C294 1.090
303 H 6.96 -1.76 -1.61  C294 1.090
304 H 7.42 -2.40 -3.10  C294 1.090
305 H 12.01 -3.35 0.45  N295 1.010
306 H 11.03 -4.42 -0.18  N295 1.010